--- a ---
Density functional theory data (ωB97M-V with the def2-TZVPD basis set) for an isolated ion of composition C5H11NO and charge +1.

XYZ file:
```
18
Properties=species:S:1:pos:R:3
H 2.07205 -1.55458 -0.42025
C -1.54895 1.52114 -1.23100
H 1.40250 1.63173 1.32490
C 1.12802 -1.99585 -0.10307
H 0.70118 0.39507 2.28886
C 0.03019 -1.00308 -0.36623
H 1.94924 -0.04582 1.12214
N 0.13621 0.34365 0.21975
C -1.02178 1.15856 0.18165
O -1.51550 1.60287 1.16022
H -2.40111 2.12425 -0.91549
H -1.98516 0.58708 -1.59947
C 1.08407 0.58858 1.27674
H -0.94567 -1.31294 0.04714
H 0.90123 -2.96249 -0.54053
H -0.23627 -0.87230 -1.42264
H -0.94280 1.99699 -1.99182
H 1.19256 -2.20288 0.96909
```

Summary:
* highest occupied orbital energy (alpha / beta): -15.85 / -15.66 eV
* LUMO level (alpha / beta): -3.47 / -7.99 eV
* total charge: +1
* multiplicity: 2
* expectation value of S²: 0.756
* molar mass: 101.15 g/mol
* frontier orbital gap (alpha / beta): 0.455 / 0.282 Eh

=====

--- b ---
Density functional theory data (ωB97M-V with the def2-TZVPD basis set) for a 2-piece molecular cluster, C5H11NO overall.

XYZ file:
```
18
Properties=species:S:1:pos:R:3
H 2.90637 -0.44182 -2.21283
H 0.27133 0.24045 0.90872
C 0.11911 -1.87295 2.60237
C -0.61720 -1.61717 1.47000
N 0.85169 -0.84096 -0.67875
H 1.65504 -1.49968 -0.62299
C -0.12338 -0.62518 0.37595
H -1.71853 -1.76415 1.47743
H -3.41931 3.77927 -0.90434
H 0.64406 1.20777 -0.99577
H -3.37324 2.41317 -0.39302
H -0.27205 -2.30845 3.51973
H 1.18140 -1.71468 2.55605
C 1.27159 0.37849 -1.33537
H -1.05935 -0.19322 -0.04405
O -2.86263 3.18483 -0.57719
H 2.30446 1.22475 -2.94286
C 2.24064 0.44952 -2.20309
```

Summary:
* highest occupied orbital energy (alpha / beta): -13.97 / -13.96 eV
* LUMO level (alpha / beta): -3.54 / -7.63 eV
* total charge: +1
* multiplicity: 2
* expectation value of S²: 0.774
* molar mass: 101.15 g/mol
* frontier orbital gap (alpha / beta): 0.383 / 0.233 Eh

=====

--- c ---
Density functional theory data (ωB97M-V with the def2-TZVPD basis set) for a 2-piece molecular cluster, C5H11NO overall.

XYZ file:
```
18
Properties=species:S:1:pos:R:3
C -1.31507 1.00370 -3.02667
C -0.96055 -0.28874 -1.11939
C 1.06796 -0.28395 0.54773
C 2.11501 0.49839 -0.20455
H -1.02673 1.72173 -3.70467
H -1.22777 -0.26935 3.29162
O -1.56146 -0.85629 3.97050
H -0.83321 -1.23998 0.77894
H -0.73886 -1.28337 4.30334
H 0.87500 0.19675 1.58052
C -0.26050 -0.64095 0.00638
H -2.01560 -0.59380 -0.86547
H 2.92849 0.80756 0.57622
H 2.75038 0.03010 -1.18531
N -0.53192 0.13256 -2.44774
H -2.36014 0.98587 -2.71019
H 1.61062 1.38080 -0.53932
H 1.48434 -1.30105 0.74806
```

Summary:
* highest occupied orbital energy (alpha / beta): -14.64 / -14.64 eV
* LUMO level (alpha / beta): -5.36 / -8.49 eV
* total charge: +1
* multiplicity: 2
* expectation value of S²: 0.761
* molar mass: 101.15 g/mol
* frontier orbital gap (alpha / beta): 0.341 / 0.226 Eh

=====

The most stable arrangement is a, and the next structure is 0.0651 hartree less stable.

=====

--- a ---
Density functional theory data (ωB97M-V with the def2-TZVPD basis set) for an isolated ion of composition C4H6NO3 and charge -1.

XYZ file:
```
14
Properties=species:S:1:pos:R:3
H -0.99362 1.68974 0.61329
H 0.55796 2.06292 -0.20521
H -1.04137 -1.18093 -1.34106
O 2.91204 0.72609 -0.20388
O -1.46641 -1.90827 0.54712
O -2.27802 0.08688 -0.33640
C 2.09426 -0.11471 -0.48388
N 1.16015 -0.80462 0.34076
H 0.47860 1.44149 1.49403
H -2.41400 -1.86630 0.67717
C 0.04763 1.38710 0.48898
C 0.05668 -0.09172 0.16246
H 2.14287 -0.70533 -1.41941
C -1.25678 -0.72233 -0.33398
```

Summary:
* highest occupied orbital energy: -3.66 eV
* LUMO level: 3.90 eV
* total charge: -1
* multiplicity: 1
* molar mass: 116.10 g/mol
* frontier orbital gap: 0.278 Eh

=====

--- b ---
Density functional theory data (ωB97M-V with the def2-TZVPD basis set) for an isolated ion of composition C4H6NO3 and charge -1.

XYZ file:
```
14
Properties=species:S:1:pos:R:3
C -0.48745 -0.68672 0.93500
O 1.25362 -2.15435 1.64830
H -0.85729 -0.78363 1.95197
C 0.30350 0.83831 -1.84724
C -0.20407 0.83846 0.65150
H 0.99439 -1.90873 -0.30414
H -1.37462 1.43526 -0.92213
O 0.12156 -0.39178 -1.96337
C 0.67563 -1.62944 0.71737
O 0.86649 1.64793 -2.58837
H -1.20063 -1.01812 0.16573
N -0.39123 1.48356 -0.66859
H -0.59247 1.47152 1.44378
H 0.89256 0.85774 0.78018
```

Summary:
* highest occupied orbital energy: -4.07 eV
* LUMO level: 3.89 eV
* total charge: -1
* multiplicity: 1
* molar mass: 116.10 g/mol
* frontier orbital gap: 0.293 Eh

=====

--- c ---
Density functional theory data (ωB97M-V with the def2-TZVPD basis set) for C4H6NO3 as an isolated structure.

XYZ file:
```
14
Properties=species:S:1:pos:R:3
H -0.59073 1.78274 0.65021
O 2.39625 -1.93058 0.99799
C -1.39883 -0.17972 -0.53227
O -1.82614 -0.98553 0.27556
C 0.35933 1.22190 0.54429
H 0.44638 0.62785 1.46744
H 0.44235 -1.58054 1.17120
C 0.17426 0.18724 -0.63821
H -1.70565 -0.33845 -1.71524
H 1.16763 1.95224 0.60472
H 0.18947 0.81480 -1.52890
N 1.12532 -0.83565 -0.62703
O -2.13838 0.70898 -1.21712
C 1.35874 -1.44529 0.54737
```

Summary:
* highest occupied orbital energy: -3.32 eV
* LUMO level: 3.12 eV
* total charge: -1
* multiplicity: 1
* molar mass: 116.10 g/mol
* frontier orbital gap: 0.237 Eh

=====

The most stable arrangement is b, and the next structure is 0.0872 hartree less stable.

=====

--- a ---
Density functional theory data (ωB97M-V with the def2-TZVPD basis set) for one molecule with the formula C5H6N2OS.

XYZ file:
```
15
Properties=species:S:1:pos:R:3
H -0.66922 -2.71865 1.41563
H 0.60961 -0.79880 -1.59772
N 0.87927 1.64796 0.79101
N -0.23658 1.74063 1.32030
H 0.62066 1.49664 -1.26634
H -2.64980 -1.21485 0.56532
H 2.21220 0.75773 -0.72865
O 0.48675 -1.36623 0.22224
C -0.64110 -1.84299 0.75658
C 1.16340 0.96417 -0.53470
C 0.29345 -0.29481 -0.65441
H -1.59236 0.63785 -1.22649
S 2.35787 2.25703 1.22667
C -1.68546 -1.15117 0.23691
C -1.14867 -0.11451 -0.52634
```

Summary:
* highest occupied orbital energy (alpha / beta): -7.47 / -7.48 eV
* LUMO level (alpha / beta): -1.71 / -1.71 eV
* total charge: 0
* multiplicity: 1
* molar mass: 142.18 g/mol
* frontier orbital gap (alpha / beta): 0.212 / 0.212 Eh

=====

--- b ---
Density functional theory data (ωB97M-V with the def2-TZVPD basis set) for a 2-piece molecular cluster, C5H6N2OS overall.

XYZ file:
```
15
Properties=species:S:1:pos:R:3
H -2.59650 3.26548 -0.45090
C 2.46719 -1.78738 -0.00759
C 1.30587 -1.10649 0.01011
S 2.36500 1.47940 -0.29951
H 3.26744 -1.11534 -0.14293
C -0.86118 -0.35501 0.17724
H -2.90986 0.54899 0.04180
H -0.27789 -2.38766 -0.15302
N -0.08376 0.80880 0.13431
C 1.19308 0.37396 -0.05395
O -2.49097 2.45444 -0.01707
H -1.63502 2.39368 0.35644
N -0.01385 -1.51169 0.20361
C -2.19845 -0.26335 0.10423
H 2.46890 -2.79784 0.09722
```

Summary:
* highest occupied orbital energy (alpha / beta): -8.44 / -8.38 eV
* LUMO level (alpha / beta): -1.04 / -2.70 eV
* total charge: 0
* multiplicity: 1
* molar mass: 142.18 g/mol
* frontier orbital gap (alpha / beta): 0.272 / 0.209 Eh

=====

The most stable arrangement is b, and the next structure is 0.0419 hartree less stable.

=====

--- a ---
Density functional theory data (ωB97M-V with the def2-TZVPD basis set) for a 2-piece molecular cluster, CH3INP overall.

XYZ file:
```
7
Properties=species:S:1:pos:R:3
P -1.77383 0.48742 0.42772
H -1.52178 -0.06852 1.70381
H -0.92745 -0.49050 -0.24310
H 3.04964 0.56500 -1.51717
N 2.39879 -0.17406 0.46696
I -3.93463 -0.55443 -0.27115
C 2.70926 0.23509 -0.56706
```

Summary:
* highest occupied orbital energy: -9.19 eV
* LUMO level: -0.18 eV
* total charge: 0
* multiplicity: 1
* molar mass: 186.92 g/mol
* frontier orbital gap: 0.331 Eh

=====

--- b ---
Density functional theory data (ωB97M-V with the def2-TZVPD basis set) for one molecule with the formula CH3INP.

XYZ file:
```
7
Properties=species:S:1:pos:R:3
H 0.37523 -0.85935 -1.27717
H -1.09934 2.37521 0.31058
C 0.66081 -0.57195 -0.15395
I 2.87201 0.03096 -0.01494
N -0.25796 0.46964 0.06323
H 0.59279 -1.50556 0.70111
P 0.11665 1.98148 -0.16291
```

Summary:
* highest occupied orbital energy: -9.14 eV
* LUMO level: -0.86 eV
* total charge: 0
* multiplicity: 1
* molar mass: 186.92 g/mol
* frontier orbital gap: 0.304 Eh

=====

--- c ---
Density functional theory data (ωB97M-V with the def2-TZVPD basis set) for a 2-piece molecular cluster, CH3INP overall.

XYZ file:
```
7
Properties=species:S:1:pos:R:3
H -1.33271 0.90863 -0.09928
H 0.82488 1.95702 0.73273
H 0.51064 -2.28585 -0.01622
P 0.02427 -2.17390 -1.40206
I 0.72719 1.83040 2.26392
C -0.45679 0.46641 -0.67998
N -0.29749 -0.70270 -0.79911
```

Summary:
* highest occupied orbital energy: -8.08 eV
* LUMO level: -0.36 eV
* total charge: 0
* multiplicity: 1
* molar mass: 186.92 g/mol
* frontier orbital gap: 0.284 Eh

=====

The most stable arrangement is a, and the next structure is 0.0458 hartree less stable.